DFT (the ωB97M-V functional and the def2-TZVPD basis) results for 14 unconnected molecules or ions with the total composition C41H70N4O15.

M   859.0 g/mol
LUMO energy   0.00475 Eh
Energy   -80323.406 eV

The geometry in ORCA input format:
```
! RIJCOSX wB97M-V def2-TZVPD def2/J DEFGRID3
* xyz 0 1
O -0.26076 1.08548 4.90433
C -0.55834 2.18524 4.54662
O -0.69504 3.21208 5.41193
C -0.75182 4.47380 4.77607
C -0.48983 4.17314 3.31079
C -0.80225 2.70622 3.14058
H -0.03505 5.16138 5.22646
H -1.70634 5.00455 4.86098
H 0.52373 4.47367 3.02624
H -1.09526 4.77694 2.62936
H -0.15127 2.14871 2.47300
H -1.85965 2.55917 2.91480
O -4.86842 2.21811 -2.43260
C -4.54802 2.60698 -1.34153
O -3.64091 1.94323 -0.61470
C -3.46915 2.53034 0.69070
C -4.65208 3.46997 0.86084
C -5.05626 3.80322 -0.60620
H -2.48442 2.98275 0.80032
H -3.52945 1.72099 1.42158
H -4.33945 4.35451 1.41704
H -5.49646 3.03614 1.39033
H -4.52975 4.68140 -0.98052
H -6.13259 3.90630 -0.69139
O -3.99131 1.23740 4.11851
C -3.45158 0.19648 4.38089
O -3.36469 -0.27964 5.62970
C -2.51032 -1.42064 5.67250
C -2.15495 -1.79946 4.19307
C -2.92778 -0.77285 3.37231
H -2.91767 -2.28465 6.19174
H -1.55505 -1.16816 6.12892
H -2.45687 -2.80796 3.92393
H -1.08233 -1.65250 4.09537
H -3.79193 -1.23368 2.89255
H -2.31175 -0.23615 2.65555
O 3.11043 2.47348 -0.14027
C 2.76198 3.00901 -1.17011
O 2.44104 2.33032 -2.25892
C 2.19929 3.22490 -3.36292
C 2.62795 4.62444 -2.94130
C 2.72048 4.49272 -1.40744
H 1.12494 3.22941 -3.54996
H 2.74352 2.84879 -4.22484
H 1.93370 5.36822 -3.31607
H 3.66987 4.83303 -3.19445
H 1.79297 4.82110 -0.91730
H 3.49338 5.05266 -0.89155
O 2.09309 -3.33897 -1.49839
C 3.19660 -3.55717 -1.92296
O 3.44974 -3.75401 -3.21494
C 4.83709 -3.97517 -3.43708
C 5.49597 -4.17256 -2.04032
C 4.46311 -3.51102 -1.11994
H 5.32565 -3.10920 -3.88210
H 5.03347 -4.84920 -4.05266
H 6.43833 -3.62709 -2.06658
H 5.71110 -5.21484 -1.81673
H 4.79625 -2.53914 -0.76701
H 4.33331 -4.09610 -0.20758
C 5.66121 -0.00824 -0.85437
O 4.26889 -0.24383 -0.92978
H 5.96301 0.84293 -1.46611
H 5.98723 0.13327 0.18558
H 6.30558 -0.85105 -1.12547
H 3.88353 0.61539 -0.69546
C -4.34603 -1.38947 -0.87573
O -4.52034 -2.51509 -1.72114
H -3.97937 -1.61650 0.13053
H -3.58922 -0.80155 -1.40253
H -5.29300 -0.85192 -0.85241
H -3.74892 -2.71157 -2.26158
C 2.57216 1.42130 3.28995
O 3.88953 1.55985 2.74521
H 1.87280 1.07172 2.52553
H 2.55001 0.66523 4.07796
H 2.24342 2.35616 3.75571
H 3.72542 1.74723 1.81552
C 3.41630 -1.81571 1.73891
O 3.41501 -2.43810 3.01196
H 4.42893 -1.75040 1.34401
H 2.73028 -2.33797 1.06230
H 2.95584 -0.83298 1.81389
H 3.68759 -3.35659 2.96965
C -1.17118 4.55969 -1.44589
O -0.94427 4.46111 -0.03916
H -1.85897 3.77917 -1.74920
H -1.49190 5.56567 -1.73025
H -0.20723 4.43630 -1.95428
H -0.25178 5.05495 0.25727
N -1.00092 0.92325 -3.10086
C -1.89513 1.65000 -3.85381
C -1.32533 1.82146 -5.08935
C -0.05152 1.19630 -5.09912
C 0.08758 0.62459 -3.85581
H -1.14118 0.73431 -2.11863
H -2.87660 1.88521 -3.47630
H -1.78424 2.30407 -5.93975
H 0.58188 1.17625 -5.96952
H 0.94467 0.14793 -3.40409
N 0.40453 -1.27692 -0.39536
C -0.94211 -1.38364 -0.18931
C -1.43227 -0.13284 0.12501
C -0.36066 0.75840 0.06828
C 0.77476 0.03694 -0.24603
H 0.94572 -2.09036 -0.64843
H -1.45430 -2.33224 -0.19847
H -2.45538 0.03594 0.40830
H -0.37505 1.82567 0.23604
H 1.79786 0.34975 -0.34294
N -0.04206 -6.22235 2.90160
C 0.12008 -4.90364 3.23758
C 0.65669 -4.25591 2.15548
C 0.84446 -5.22851 1.13386
C 0.50697 -6.45576 1.68069
H -0.39768 -6.87513 3.57328
H -0.19912 -4.54767 4.20354
H 0.91164 -3.22015 2.00810
H 1.26774 -5.03165 0.16263
H 0.59510 -7.47824 1.34963
N -3.22402 -3.54436 -4.53982
C -2.31164 -2.56549 -4.24187
C -1.47365 -3.00108 -3.26679
C -1.79913 -4.37317 -3.01351
C -2.94727 -4.62758 -3.73877
H -3.93068 -3.49679 -5.24513
H -2.39033 -1.64992 -4.81051
H -0.62098 -2.47047 -2.87621
H -1.28286 -5.07826 -2.38592
H -3.52827 -5.53309 -3.80697
*
```

***

DFT (the ωB97M-V functional and the def2-TZVPD basis) results for a molecular structure, C41H71CsN7O8P.

M   953.9 g/mol
ΔE to the lowest compared entry with this formula, charge and spin   0.0 kcal/mol
LUMO energy   -0.00013 Eh
Energy   -80315.356 eV

The geometry in ORCA input format:
```
! RIJCOSX wB97M-V def2-TZVPD def2/J DEFGRID3
* xyz 0 1
Cs -0.27806 0.21013 1.63317
C -5.30488 -0.87549 -2.22869
N -4.37532 0.13196 -1.74603
C -4.53571 1.48765 -2.24796
C -3.31128 -0.16354 -0.96095
O -2.46119 0.65836 -0.66171
C -3.24882 -1.59768 -0.45511
O -1.98796 -1.83504 0.10682
C -1.90837 -3.13479 0.64244
C -0.62561 -3.24104 1.45878
O 0.21334 -2.35136 1.42877
N -0.49311 -4.35941 2.19845
C 0.49149 -4.39070 3.27153
C -1.41476 -5.47899 2.12279
H -6.11729 -0.38113 -2.75404
H -5.73643 -1.44895 -1.40685
H -4.82694 -1.56889 -2.92725
H -5.58189 1.78267 -2.16879
H -4.22780 1.55928 -3.29529
H -3.92821 2.16260 -1.65275
H -3.43747 -2.30351 -1.27469
H -4.04224 -1.72703 0.29693
H -1.93552 -3.88452 -0.16214
H -2.74986 -3.32856 1.31465
H 0.89864 -3.39294 3.40614
H 1.30255 -5.08625 3.04246
H 0.00076 -4.69144 4.19783
H -1.65258 -5.72175 1.08663
H -2.33805 -5.27977 2.66767
H -0.93344 -6.34562 2.57072
C 0.76013 4.00026 2.22648
O 1.10471 2.82114 2.90670
C 2.45461 2.46147 2.74127
C 2.79162 1.37925 3.76013
O 2.21629 0.12049 3.51418
C 2.84880 -0.60909 2.49005
H 1.38440 4.84256 2.55238
H -0.27593 4.21525 2.48265
H 0.86421 3.88995 1.13822
H 3.10314 3.32755 2.94236
H 2.64441 2.12506 1.71076
H 2.39315 1.70290 4.72292
H 3.88536 1.29208 3.83295
H 3.92646 -0.70325 2.68098
H 2.69607 -0.15412 1.50816
H 2.39356 -1.59627 2.47823
N -2.17930 3.44122 0.24116
N -3.45509 3.59406 0.83760
C -3.69997 2.89929 2.02810
N -4.94972 3.15293 2.55998
N -2.77870 2.20639 2.58233
N -3.04013 1.58600 3.77768
O -4.01557 0.84131 3.80176
O -1.38420 0.35977 3.70425
H -2.17336 2.51409 -0.17396
H -1.48842 3.39471 0.98647
H -3.68471 4.57392 0.91458
H -5.65689 3.37562 1.87893
H -5.22962 2.44847 3.22619
O 1.90939 1.02875 -0.62261
P 2.40336 1.10919 -2.02577
C 2.52160 2.91854 -2.43608
C 1.17458 3.64086 -2.29246
C 0.39117 3.71557 -3.60131
C 1.23489 4.34406 -4.70781
C 2.49853 3.51837 -4.93853
C 3.31679 3.40332 -3.65392
C 1.33792 0.01904 -3.07822
C -0.12651 0.11362 -2.63804
C -0.92742 -1.01699 -3.28565
C -0.80837 -0.99079 -4.80982
C 0.65794 -1.03870 -5.23887
C 1.43692 0.11212 -4.59834
C 4.20227 0.60488 -2.12703
C 4.73265 -0.11531 -3.37377
C 4.36328 -1.59973 -3.44005
C 4.70856 -2.32609 -2.13816
C 4.09432 -1.61597 -0.93193
C 4.59059 -0.17494 -0.86594
H 3.11009 3.17308 -1.54369
H 1.36762 4.66291 -1.95018
H 0.57842 3.14557 -1.52186
H -0.51966 4.29489 -3.43714
H 0.09096 2.71129 -3.91139
H 1.51488 5.36187 -4.41692
H 0.65617 4.41124 -5.63195
H 3.11500 3.98235 -5.71203
H 2.22401 2.52514 -5.29738
H 3.69914 4.40045 -3.41082
H 4.18490 2.76307 -3.82932
H 1.68982 -0.96823 -2.75568
H -0.55782 1.07634 -2.92653
H -0.19107 0.03867 -1.55573
H -1.97733 -0.92770 -2.99696
H -0.55850 -1.97715 -2.90866
H -1.26469 -0.07205 -5.19394
H -1.35120 -1.83339 -5.24561
H 0.73478 -0.97353 -6.32661
H 1.09472 -1.99484 -4.93182
H 0.98801 1.05005 -4.93159
H 2.47417 0.09416 -4.93845
H 4.70280 1.57786 -2.07297
H 5.82523 -0.04157 -3.34059
H 4.41256 0.39520 -4.28594
H 4.90034 -2.05836 -4.27385
H 3.29706 -1.71460 -3.64221
H 5.79622 -2.35558 -2.01544
H 4.35575 -3.35866 -2.19064
H 4.35621 -2.14351 -0.01210
H 3.00221 -1.61337 -1.00592
H 5.68220 -0.17024 -0.77358
H 4.17677 0.32688 0.00766
C -3.28228 -4.15452 4.88046
C -3.51514 -3.26054 3.81486
C -2.83521 -2.07170 3.75672
C -1.92177 -1.70612 4.76528
C -1.26612 -0.41820 4.72508
C -0.48735 -0.07098 5.83272
C -0.27466 -0.95556 6.88976
C -0.84667 -2.20662 6.90728
C -1.70303 -2.59207 5.85598
C -2.39492 -3.82957 5.86791
H -3.81606 -5.09789 4.91366
H -4.25641 -3.51581 3.06400
H -3.01054 -1.35329 2.96173
H -0.04796 0.91918 5.83553
H 0.34997 -0.64047 7.71823
H -0.68708 -2.88666 7.73576
H -2.23626 -4.50451 6.70216
*
```